Formula: C6H7ClS
Source: the OMol25 dataset
Level of theory: the ωB97M-V functional and the def2-TZVPD basis

Geometry as ORCA input:
```
! wB97M-V def2-TZVPD RIJCOSX def2/J DEFGRID3
* xyz 0 1
C -2.233 1.147 0.123
C -0.903 0.529 0.000
C -0.443 -0.786 0.072
C 1.038 -0.732 0.405
C 2.359 -0.859 -0.199
C 1.515 0.387 -0.372
H -2.397 1.288 1.364
H -2.404 2.101 -0.509
H -1.279 -1.559 -0.286
H 1.161 -0.588 1.543
H 3.252 -1.077 0.606
H 2.245 -1.497 -1.143
H 1.040 0.121 -1.383
S 0.568 1.782 -0.058
Cl -3.519 -0.256 -0.163
*
```

Calculated values
Lowest unoccupied orbital energy, Eh: 0.01550
Kohn-Sham gap, eV: 9.03
E, eV: -29687.3266
HOMO energy, eV: -8.6
ΔE to the lowest compared entry with this formula, charge and spin, kcal per mole: 119.0
M, g mol⁻¹: 146.6
F_max, Eh/bohr: 0.08316

Charge distribution, Löwdin scheme, values in e:
1 C -0.50
2 C -0.55
3 C -0.07
4 C -0.42
5 C -0.08
6 C -0.66
7 H 0.15
8 H 0.10
9 H 0.12
10 H 0.16
11 H 0.16
12 H 0.13
13 H 0.11
14 S 0.91
15 Cl 0.44


Formula: C6H7CrLiO6
Source: the OMol25 dataset
Level of theory: the ωB97M-V functional and the def2-TZVPD basis

Geometry as ORCA input:
```
! wB97M-V def2-TZVPD RIJCOSX def2/J DEFGRID3
* xyz 2 5
O 4.344 -0.190 -0.548
C 3.178 0.091 -0.236
O 2.908 1.064 0.531
O 2.195 -0.705 -0.696
C 1.075 -0.866 0.073
C 1.029 -1.617 1.190
Cr 4.975 1.375 0.617
H 0.188 -1.720 1.875
H 1.986 -1.960 1.592
Li 1.299 1.383 1.418
C -0.389 -1.007 -0.545
C -1.270 0.105 -0.008
O -2.529 0.020 -0.674
C -3.321 1.077 -0.589
O -3.245 1.954 0.238
O -4.179 1.041 -1.599
H -0.896 -1.977 -0.441
H -0.237 -0.891 -1.629
H -0.833 1.099 -0.173
H -1.421 0.006 1.076
H -4.857 1.717 -1.471
*
```

Calculated values
Lowest unoccupied orbital energy (alpha / beta), Eh: -0.40929 / -0.37394
Kohn-Sham gap (alpha / beta), eV: 4.67 / 5.63
E, eV: -47228.8912
HOMO energy (alpha / beta), eV: -15.8 / -15.8
ΔE to the lowest compared entry with this formula, charge and spin, kcal per mole: 3.8
M, g mol⁻¹: 234.1
F_max, Eh/bohr: 0.11410

Charge distribution, Löwdin scheme, values in e:
1 O 0.08
2 C -0.67
3 O -0.13
4 O 0.16
5 C -0.32
6 C 0.15
7 Cr 1.47
8 H 0.11
9 H 0.10
10 Li 0.83
11 C -0.07
12 C -0.19
13 O 0.06
14 C -0.63
15 O 0.13
16 O 0.19
17 H 0.15
18 H 0.14
19 H 0.13
20 H 0.14
21 H 0.15


Formula: C6H7FN2
Source: the OMol25 dataset
Level of theory: the ωB97M-V functional and the def2-TZVPD basis

Geometry as ORCA input:
```
! wB97M-V def2-TZVPD RIJCOSX def2/J DEFGRID3
* xyz 0 1
C -2.297 0.885 -0.649
C -3.681 -0.454 0.395
C -1.423 -0.075 -0.064
C 0.954 0.196 -0.752
C -0.050 -0.289 -0.081
C 2.375 -0.247 -0.405
N -3.624 0.640 -0.328
N -2.350 -0.962 0.548
F 0.516 -1.478 1.070
H -2.030 1.806 -1.201
H -4.522 -1.045 0.784
H 0.583 1.008 -1.352
H 3.160 0.362 -1.097
H 2.491 0.001 0.652
H 2.358 -1.308 -0.663
H -2.114 -1.831 1.001
*
```

Calculated values
Lowest unoccupied orbital energy, Eh: 0.01436
Kohn-Sham gap, eV: 8.98
E, eV: -12030.6124
HOMO energy, eV: -8.6
ΔE to the lowest compared entry with this formula, charge and spin, kcal per mole: 48.4
M, g mol⁻¹: 126.1
F_max, Eh/bohr: 0.10682

Charge distribution, Löwdin scheme, values in e:
1 C -0.09
2 C -0.15
3 C -0.21
4 C -0.10
5 C -0.05
6 C -0.08
7 N 0.02
8 N 0.09
9 F -0.20
10 H 0.11
11 H 0.12
12 H 0.12
13 H 0.12
14 H 0.07
15 H 0.07
16 H 0.14


Formula: C6H7FO
Source: the OMol25 dataset
Level of theory: the ωB97M-V functional and the def2-TZVPD basis

Geometry as ORCA input:
```
! wB97M-V def2-TZVPD RIJCOSX def2/J DEFGRID3
* xyz 0 1
C -0.908 1.207 0.022
C -2.193 1.517 0.029
C -0.238 -0.094 0.048
C -0.853 -1.247 -0.204
C 1.253 -0.014 0.348
C 2.188 -1.045 -0.158
H -2.920 0.719 0.217
H -2.645 2.511 -0.034
H -1.925 -1.273 -0.258
H -0.337 -2.212 -0.175
H 1.560 0.486 1.245
H 1.760 -1.826 -0.852
H 3.105 -1.242 0.421
O 2.146 0.272 -0.722
F 0.008 2.241 0.076
*
```

Calculated values
Lowest unoccupied orbital energy, Eh: 0.01511
Kohn-Sham gap, eV: 9.73
E, eV: -11097.5868
HOMO energy, eV: -9.3
ΔE to the lowest compared entry with this formula, charge and spin, kcal per mole: 56.4
M, g mol⁻¹: 114.1
F_max, Eh/bohr: 0.02889

Charge distribution, Löwdin scheme, values in e:
1 C -0.30
2 C 0.09
3 C -0.19
4 C 0.10
5 C -0.26
6 C -0.10
7 H 0.07
8 H 0.08
9 H 0.06
10 H 0.08
11 H 0.14
12 H 0.12
13 H 0.12
14 O -0.04
15 F 0.03